# 1
Here is 11 unconnected molecules or ions with the total composition C73H173N11O18 from the OMol25 dataset. Energies are from ωB97M-V/def2-TZVPD.

Each line ends with the Mulliken charge.
Element x y z (Å)
C (-4.26, 2.42, 3.48)  -0.6385
O (-4.35, 1.25, 4.19)  0.0260
C (-5.68, 0.76, 4.18)  -0.8374
C (-5.85, -0.22, 5.27)  -0.0939
N (-5.55, 0.38, 6.60)  -0.4431
C (-5.30, -0.61, 7.64)  -0.5375
C (-5.13, 0.09, 8.93)  -0.4200
O (-5.03, -0.84, 9.96)  -0.3180
C (-4.63, -0.20, 11.19)  -0.7365
H (-5.01, 3.21, 3.72)  0.3195
H (-4.37, 2.17, 2.38)  0.2615
H (-3.26, 2.85, 3.56)  0.0185
H (-5.80, 0.28, 3.21)  0.2559
H (-6.34, 1.62, 4.31)  0.4956
H (-5.25, -1.09, 5.02)  -0.0865
H (-6.90, -0.47, 5.38)  0.4454
H (-4.65, 0.85, 6.62)  0.2621
H (-4.50, -1.29, 7.42)  0.2665
H (-6.19, -1.25, 7.78)  0.2736
H (-6.07, 0.68, 9.16)  0.2551
H (-4.29, 0.76, 8.97)  0.3674
H (-5.37, 0.55, 11.46)  0.3058
H (-3.66, 0.27, 11.04)  0.3010
H (-4.65, -0.95, 11.95)  0.2547
C (-6.52, -1.41, -6.81)  -0.8633
O (-5.28, -1.98, -6.49)  -0.3849
C (-4.53, -1.05, -5.69)  -0.8889
C (-3.17, -1.53, -5.34)  -0.8724
N (-3.06, -2.29, -4.15)  0.5722
C (-3.68, -3.57, -4.20)  -0.8432
C (-3.59, -4.26, -2.88)  0.1661
O (-4.04, -3.44, -1.85)  -0.3458
C (-3.88, -4.05, -0.57)  -0.5381
H (-7.19, -1.26, -6.01)  0.3466
H (-6.93, -2.05, -7.63)  0.2593
H (-6.40, -0.44, -7.30)  0.3463
H (-5.05, -0.80, -4.75)  0.2881
H (-4.56, -0.14, -6.24)  0.7556
H (-2.55, -0.68, -5.04)  0.2051
H (-2.76, -1.95, -6.20)  0.5001
H (-3.39, -1.68, -3.43)  -0.2569
H (-3.25, -4.28, -4.98)  0.0193
H (-4.71, -3.46, -4.50)  0.6408
H (-2.50, -4.51, -2.71)  -0.3117
H (-4.21, -5.18, -2.94)  0.3772
H (-4.18, -3.31, 0.24)  0.0923
H (-2.80, -4.26, -0.41)  0.1394
H (-4.54, -4.94, -0.43)  0.4415
C (5.34, 3.02, 4.90)  -0.6131
O (5.43, 2.42, 3.64)  -0.4605
C (4.69, 1.25, 3.60)  -1.0006
C (4.99, 0.30, 2.43)  0.3598
N (6.27, -0.36, 2.62)  0.1585
C (7.43, 0.33, 2.19)  -0.7009
C (8.54, -0.62, 1.98)  -0.8348
O (8.13, -1.83, 1.28)  -0.3014
C (8.44, -1.82, -0.08)  -0.7373
H (4.30, 3.35, 5.06)  0.1901
H (5.98, 3.98, 4.95)  0.2671
H (5.65, 2.38, 5.73)  0.3563
H (3.63, 1.57, 3.51)  -0.0900
H (4.79, 0.69, 4.50)  0.7527
H (4.96, 0.89, 1.46)  0.3425
H (4.14, -0.38, 2.43)  -0.4693
H (6.23, -1.22, 2.07)  0.3140
H (7.76, 1.17, 2.82)  0.2438
H (7.26, 0.81, 1.20)  0.3783
H (8.99, -0.93, 2.91)  0.2969
H (9.32, -0.10, 1.41)  0.5646
H (8.34, -2.84, -0.46)  0.2159
H (9.42, -1.42, -0.19)  0.3346
H (7.77, -1.09, -0.61)  0.2658
C (2.09, -5.27, -10.40)  -0.7821
O (1.74, -4.03, -9.79)  -0.3083
C (2.83, -3.11, -9.89)  -0.4261
C (2.54, -1.76, -9.17)  -0.9993
N (2.13, -1.84, -7.77)  -0.2923
C (3.12, -2.41, -6.85)  -0.5017
C (2.87, -2.04, -5.41)  -0.7699
O (1.63, -2.57, -5.01)  -0.0640
C (1.06, -1.84, -3.92)  -1.0379
H (1.53, -6.07, -9.98)  0.2294
H (3.13, -5.51, -10.17)  0.3459
H (1.80, -5.20, -11.44)  0.3220
H (3.06, -2.91, -10.91)  0.4713
H (3.72, -3.53, -9.41)  0.3460
H (1.65, -1.40, -9.70)  0.3674
H (3.35, -0.96, -9.29)  0.3759
H (1.34, -2.44, -7.73)  0.2895
H (4.14, -2.16, -7.17)  0.6439
H (3.20, -3.49, -7.02)  0.1692
H (2.84, -0.95, -5.29)  0.3369
H (3.73, -2.42, -4.80)  0.2571
H (1.49, -2.15, -3.01)  0.2533
H (0.04, -2.13, -3.92)  -0.2896
H (1.16, -0.76, -4.05)  0.9305
C (2.00, 4.19, -2.16)  -0.4681
O (2.20, 4.95, -0.98)  0.3023
C (3.07, 6.02, -1.19)  -0.2745
C (2.53, 7.08, -2.20)  -0.9823
N (1.13, 7.44, -2.01)  0.4086
C (0.66, 8.66, -2.63)  -0.8794
C (-0.86, 8.56, -2.86)  0.0159
O (-1.44, 9.76, -3.23)  -0.4176
C (-2.82, 9.69, -3.28)  -0.6670
H (3.00, 3.89, -2.41)  0.3774
H (1.42, 4.78, -2.96)  0.2029
H (1.38, 3.35, -2.02)  -0.4201
H (3.95, 5.60, -1.56)  0.7661
H (3.19, 6.59, -0.22)  -0.7006
H (2.62, 6.81, -3.25)  0.4896
H (3.22, 7.95, -1.99)  0.4400
H (1.01, 7.58, -1.04)  -0.0951
H (1.28, 8.87, -3.55)  0.3507
H (0.81, 9.55, -2.01)  0.3246
H (-1.21, 8.20, -1.91)  0.0931
H (-1.06, 7.79, -3.61)  0.2784
H (-3.24, 9.57, -2.27)  0.2868
H (-3.20, 8.78, -3.82)  0.2582
H (-3.31, 10.57, -3.73)  0.2755
C (-1.43, 4.98, -1.51)  -0.4686
O (-2.00, 3.91, -0.73)  1.0818
C (-3.20, 4.19, 0.04)  1.0074
C (-4.42, 4.47, -0.76)  -1.2811
N (-5.08, 3.29, -1.33)  -0.2942
C (-4.29, 2.31, -2.02)  0.4199
C (-3.96, 2.91, -3.35)  -0.6158
O (-3.22, 1.98, -4.10)  -0.0225
C (-2.07, 2.53, -4.79)  -0.7124
H (-0.42, 4.68, -1.76)  -0.8784
H (-1.48, 5.94, -0.98)  0.0776
H (-1.94, 5.05, -2.45)  0.4303
H (-2.88, 4.95, 0.80)  -0.3741
H (-3.35, 3.25, 0.62)  -0.5344
H (-4.12, 5.12, -1.64)  0.1463
H (-5.17, 5.02, -0.16)  0.5699
H (-5.68, 2.86, -0.59)  0.3498
H (-4.93, 1.42, -2.19)  0.6344
H (-3.39, 1.98, -1.50)  -0.4574
H (-3.43, 3.88, -3.25)  0.0055
H (-4.88, 3.15, -3.88)  0.2323
H (-1.52, 1.68, -5.22)  0.1986
H (-1.38, 3.02, -4.08)  0.1808
H (-2.37, 3.20, -5.59)  0.3141
C (6.96, -5.22, 4.15)  -0.6373
O (5.69, -4.51, 4.25)  -0.3470
C (5.84, -3.15, 4.51)  -0.2968
C (4.50, -2.55, 4.28)  1.1077
N (3.57, -2.99, 5.29)  -0.3679
C (2.20, -2.63, 5.04)  -0.7610
C (1.77, -1.19, 5.35)  -0.2439
O (0.42, -1.14, 4.99)  -0.0701
C (-0.10, 0.17, 5.21)  -0.7429
H (6.71, -6.07, 3.64)  0.2782
H (7.30, -5.33, 5.20)  0.2585
H (7.62, -4.61, 3.48)  0.2039
H (6.56, -2.73, 3.83)  -0.0123
H (6.27, -3.04, 5.56)  0.3252
H (4.16, -2.85, 3.26)  -0.0049
H (4.63, -1.45, 4.27)  -0.7707
H (3.66, -3.94, 5.56)  0.3820
H (1.56, -3.26, 5.69)  0.3507
H (1.92, -2.95, 3.99)  0.3000
H (2.32, -0.46, 4.82)  -0.0367
H (1.85, -1.17, 6.39)  0.4259
H (0.32, 0.79, 4.42)  0.0256
H (0.22, 0.62, 6.14)  0.4454
H (-1.15, 0.24, 5.05)  0.3121
C (-2.27, -4.49, 4.44)  -1.8009
C (-3.34, -4.03, 3.43)  0.8667
C (-4.73, -4.56, 3.76)  -0.9932
O (-5.15, -4.07, 5.09)  -0.1662
C (-6.30, -4.84, 5.48)  -0.8266
N (-3.25, -2.58, 3.23)  -0.0857
H (-1.30, -4.10, 4.22)  0.4668
H (-2.22, -5.59, 4.44)  0.4315
H (-2.42, -4.07, 5.45)  0.3086
H (-3.07, -4.50, 2.46)  -0.1985
H (-4.74, -5.63, 3.78)  0.6163
H (-5.53, -4.28, 3.00)  0.3779
H (-6.73, -4.42, 6.36)  0.2408
H (-6.09, -5.92, 5.70)  0.2862
H (-7.02, -4.83, 4.62)  0.3273
H (-3.07, -2.10, 4.12)  -0.0217
H (-4.09, -2.32, 2.70)  0.1796
C (0.27, -5.91, -1.24)  -1.6291
C (0.94, -6.12, -2.60)  1.8056
C (1.56, -7.58, -2.59)  -1.5815
C (1.98, -8.13, -3.94)  -0.5100
C (0.82, -7.95, -4.88)  -1.4434
C (0.31, -6.50, -5.09)  1.8419
N (-0.04, -6.02, -3.69)  -0.1512
O (-0.49, -4.61, -3.64)  1.4908
C (1.41, -5.69, -5.76)  -1.5640
C (-0.96, -6.50, -5.89)  -1.9138
C (2.23, -5.12, -2.61)  -1.5463
H (0.93, -6.41, -0.47)  0.4343
H (-0.69, -6.41, -1.23)  0.4239
H (0.19, -4.88, -0.92)  -0.0466
H (2.37, -7.60, -1.86)  0.3947
H (0.84, -8.23, -2.11)  0.5125
H (2.31, -9.16, -3.85)  0.4042
H (2.73, -7.47, -4.36)  0.2688
H (0.01, -8.61, -4.73)  0.4704
H (1.23, -8.25, -5.91)  0.3211
H (1.54, -6.04, -6.78)  0.5581
H (0.93, -4.70, -5.90)  0.0752
H (2.38, -5.69, -5.29)  0.4273
H (-0.71, -6.83, -6.88)  0.4651
H (-1.76, -7.11, -5.43)  0.4240
H (-1.26, -5.40, -5.97)  0.1212
H (2.68, -5.05, -1.60)  0.4296
H (2.08, -4.11, -2.96)  -0.0089
H (3.00, -5.57, -3.20)  0.5029
H (0.25, -4.10, -3.95)  -0.5598
C (-0.43, 4.57, 2.25)  0.8917
C (-0.24, 6.02, 2.81)  2.0145
C (-0.46, 5.98, 4.35)  -1.2862
C (0.78, 5.44, 5.06)  -0.1607
C (2.14, 6.01, 4.60)  -1.4243
C (2.31, 6.01, 3.04)  2.3105
N (1.04, 6.58, 2.46)  -0.2606
O (1.16, 6.73, 1.09)  -0.1918
C (3.48, 6.92, 2.70)  -1.8618
C (2.64, 4.66, 2.49)  0.1661
C (-1.32, 6.86, 2.12)  -1.4532
H (0.25, 3.84, 2.67)  -0.9235
H (-0.39, 4.67, 1.17)  -0.3229
H (-1.44, 4.19, 2.48)  -0.1629
H (-0.60, 7.02, 4.65)  0.3357
H (-1.36, 5.44, 4.56)  0.4180
H (0.80, 4.34, 4.90)  -0.0981
H (0.77, 5.57, 6.16)  0.5499
H (2.98, 5.49, 5.06)  0.2858
H (2.27, 7.08, 4.84)  0.4022
H (3.28, 7.95, 2.94)  0.4383
H (4.40, 6.62, 3.23)  0.3647
H (3.62, 6.89, 1.61)  0.2068
H (3.70, 4.40, 2.37)  0.7395
H (2.21, 3.75, 3.03)  -0.5030
H (2.17, 4.64, 1.49)  -0.6350
H (-2.35, 6.49, 2.41)  0.2879
H (-1.25, 6.83, 0.99)  -0.2911
H (-1.28, 7.90, 2.43)  0.5481
H (1.24, 5.81, 0.78)  -0.2387
C (1.10, 1.34, 1.29)  0.7676
C (1.23, 0.22, 0.23)  2.6087
C (1.52, -1.16, 0.76)  -0.8457
C (0.26, -1.66, 1.45)  -0.2916
C (-0.82, -1.82, 0.37)  -1.0649
C (-1.20, -0.39, -0.28)  2.9119
N (0.10, 0.18, -0.76)  0.5686
O (-0.05, 1.44, -1.31)  0.3385
C (-2.02, -0.71, -1.50)  -0.5815
C (-1.99, 0.47, 0.73)  -0.9148
C (2.44, 0.56, -0.70)  -1.0293
H (1.89, 1.10, 1.92)  -0.4545
H (1.01, 2.36, 0.86)  -0.4962
H (0.21, 1.26, 1.93)  -0.3503
H (1.69, -1.74, -0.16)  0.2873
H (2.45, -1.14, 1.39)  -0.5458
H (0.48, -2.61, 1.97)  0.6633
H (0.01, -0.95, 2.26)  -0.4404
H (-1.69, -2.23, 0.69)  0.7615
H (-0.29, -2.47, -0.38)  -0.5588
H (-2.35, 0.14, -2.11)  -0.4895
H (-2.97, -1.26, -1.22)  0.2598
H (-1.42, -1.42, -2.13)  -0.2207
H (-1.65, 0.44, 1.75)  0.1429
H (-3.02, 0.05, 0.76)  0.5523
H (-1.99, 1.58, 0.55)  -1.0445
H (2.33, 1.56, -1.18)  -0.2455
H (3.40, 0.51, -0.10)  -0.2320
H (2.51, -0.16, -1.53)  0.2619
H (-0.70, 1.88, -0.73)  -0.5312

**E_HOMO**: -7.95 eV
**SMILES**: CC1(C)CCCC(C)(C)N1O.CC1(C)CCCC(C)(C)N1O.CC1(C)CCCC(C)(C)N1O.COC[C@H](C)N.COCCNCCOC.COCCNCCOC.COCCNCCOC.COCCNCCOC.COCCNCCOC.COCCNCCOC.COCCNCCOC
**LUMO energy**: 0.48 eV
**Electronic energy**: -4841.1958 Ha


# 2
Here is a molecular structure, C73H63BrN2O2P2SiY from the OMol25 dataset. Energies are from ωB97M-V/def2-TZVPD.

Each line ends with the Mulliken charge.
Element x y z (Å)
Y (-0.19, -0.41, 0.21)  -1.6356
O (-3.52, -3.91, -3.17)  -0.7734
C (-4.40, -3.38, -2.26)  0.6565
C (-5.69, -3.89, -2.27)  -0.6741
C (-6.65, -3.38, -1.40)  -0.4620
C (-6.31, -2.36, -0.53)  -0.9508
C (-5.02, -1.86, -0.51)  -0.1847
C (-4.06, -2.35, -1.39)  0.8340
C (-2.64, -1.80, -1.33)  1.2263
O (-2.31, -1.20, -0.19)  -0.2966
N (-2.47, -0.84, -2.49)  0.0912
N (-1.73, 0.22, -2.30)  0.4271
C (-1.69, 1.15, -3.19)  -1.0746
C (-0.92, 2.35, -3.03)  0.7603
Br (-0.21, 2.66, -1.27)  0.0148
C (-0.72, 3.31, -3.94)  -1.1118
C (-1.11, 3.24, -5.36)  0.3385
C (-1.60, 4.39, -5.99)  -0.6049
C (-1.98, 4.36, -7.32)  -0.5634
C (-1.88, 3.19, -8.05)  -0.4108
C (-1.35, 2.06, -7.45)  -0.8850
C (-0.97, 2.08, -6.12)  0.2521
H (-2.63, -3.65, -2.93)  0.3368
H (-5.92, -4.70, -2.95)  0.4567
H (-7.65, -3.79, -1.41)  0.3600
H (-7.05, -1.97, 0.16)  0.3995
H (-4.72, -1.09, 0.18)  0.1511
H (-1.96, -2.65, -1.58)  -1.9234
H (-3.09, -0.88, -3.29)  0.4204
H (-2.29, 1.08, -4.09)  0.5536
H (-0.24, 4.23, -3.62)  0.4201
H (-1.69, 5.31, -5.42)  0.4180
H (-2.37, 5.26, -7.79)  0.3721
H (-2.19, 3.17, -9.09)  0.3747
H (-1.24, 1.15, -8.03)  0.4022
H (-0.52, 1.21, -5.68)  0.3733
C (1.11, 5.67, 1.98)  -0.7221
C (0.55, 5.18, 3.16)  -0.7509
C (0.57, 3.82, 3.42)  -0.1611
C (1.15, 2.93, 2.51)  0.1705
C (1.69, 3.43, 1.33)  -0.7429
C (1.67, 4.80, 1.06)  -1.4932
P (1.18, 1.10, 2.80)  1.9452
C (2.00, 0.98, 4.44)  0.1304
C (2.79, 1.98, 5.00)  -0.6735
C (3.46, 1.75, 6.20)  -0.6302
C (3.33, 0.53, 6.84)  -0.6630
C (2.55, -0.47, 6.28)  -0.6993
C (1.89, -0.25, 5.09)  -0.6013
C (-0.59, 0.90, 3.18)  1.2461
C (-1.18, 1.04, 4.44)  -0.2576
C (-2.56, 1.07, 4.52)  -0.9692
C (-3.32, 0.99, 3.36)  -0.6052
C (-2.70, 0.83, 2.12)  0.0949
C (-1.31, 0.75, 1.98)  -0.0163
H (1.10, 6.74, 1.78)  0.3794
H (0.10, 5.86, 3.86)  0.4141
H (0.12, 3.44, 4.33)  0.5052
H (2.11, 2.75, 0.60)  1.0580
H (2.09, 5.17, 0.14)  0.5545
H (2.90, 2.93, 4.50)  0.3635
H (4.07, 2.53, 6.63)  0.3883
H (3.85, 0.36, 7.78)  0.3687
H (2.45, -1.43, 6.78)  0.4799
H (1.29, -1.04, 4.64)  0.4396
H (-0.58, 1.12, 5.33)  0.4700
H (-3.05, 1.16, 5.49)  0.3698
H (-4.40, 1.03, 3.42)  0.3902
H (-3.33, 0.75, 1.24)  0.1295
C (6.53, 0.40, -1.38)  -1.6278
C (6.20, 1.23, -0.16)  1.3413
C (7.22, 2.00, 0.40)  -0.8290
C (7.02, 2.78, 1.52)  -0.8171
C (5.77, 2.81, 2.12)  -0.9729
C (4.75, 2.05, 1.58)  -0.2130
C (4.93, 1.26, 0.44)  -0.3311
P (3.43, 0.28, -0.05)  1.6352
C (4.26, -1.37, -0.17)  1.3705
C (4.38, -2.06, -1.37)  -0.0237
C (5.00, -3.29, -1.44)  -0.7811
C (5.53, -3.86, -0.29)  -0.9308
C (5.42, -3.19, 0.91)  -0.2954
C (4.78, -1.95, 1.01)  0.0425
C (4.68, -1.29, 2.35)  -1.4561
C (3.11, 0.82, -1.76)  0.2575
C (3.72, 1.96, -2.29)  -0.4290
C (3.36, 2.45, -3.54)  -1.1114
C (2.39, 1.77, -4.27)  -0.7303
C (1.75, 0.67, -3.74)  -0.7936
C (2.04, 0.19, -2.45)  0.7298
C (1.26, -0.88, -1.85)  -1.2229
H (7.33, 0.88, -1.95)  0.5670
H (5.66, 0.28, -2.02)  0.1019
H (6.87, -0.59, -1.08)  0.2297
H (8.20, 1.97, -0.06)  0.4374
H (7.83, 3.37, 1.93)  0.3707
H (5.59, 3.41, 3.01)  0.4968
H (3.78, 2.04, 2.06)  0.1032
H (4.00, -1.61, -2.28)  0.1769
H (5.07, -3.81, -2.39)  0.4289
H (6.01, -4.83, -0.33)  0.3841
H (5.83, -3.63, 1.82)  0.3649
H (4.70, -2.03, 3.15)  0.3174
H (3.75, -0.72, 2.45)  0.1620
H (5.51, -0.61, 2.51)  0.2568
H (4.48, 2.48, -1.72)  0.4458
H (3.84, 3.33, -3.94)  0.4080
H (2.14, 2.11, -5.27)  0.4260
H (1.00, 0.16, -4.32)  0.5194
H (1.87, -1.64, -1.37)  -0.1049
H (0.61, -1.36, -2.59)  0.5661
C (1.89, -4.13, 5.34)  -0.8220
C (0.56, -4.43, 5.08)  -0.9060
C (0.01, -4.18, 3.83)  -0.5240
C (0.77, -3.62, 2.80)  0.1563
C (2.11, -3.31, 3.09)  0.6745
C (2.67, -3.58, 4.33)  -0.6137
Si (0.06, -3.14, 1.08)  2.4830
C (0.99, -4.31, -0.14)  0.0458
C (1.99, -5.21, 0.25)  -0.4420
C (2.64, -6.01, -0.67)  -0.5650
C (2.33, -5.94, -2.02)  -0.7794
C (1.35, -5.06, -2.44)  -0.7734
C (0.69, -4.26, -1.51)  0.7216
C (-1.69, -3.91, 1.18)  -0.1671
C (-2.07, -5.07, 0.51)  -0.2554
C (-3.36, -5.59, 0.62)  -0.8260
C (-4.29, -4.96, 1.43)  -0.4973
C (-3.93, -3.80, 2.11)  -0.6674
C (-2.65, -3.28, 1.97)  0.1771
H (2.32, -4.33, 6.31)  0.4124
H (-0.05, -4.86, 5.86)  0.3833
H (-1.02, -4.44, 3.65)  0.3400
H (2.72, -2.87, 2.31)  -0.1245
H (3.71, -3.34, 4.52)  0.2876
H (2.24, -5.30, 1.30)  0.2650
H (3.41, -6.70, -0.33)  0.4038
H (2.85, -6.56, -2.74)  0.3323
H (1.09, -4.98, -3.49)  0.4384
H (-0.07, -3.58, -1.85)  -0.2698
H (-1.35, -5.58, -0.12)  0.3221
H (-3.63, -6.49, 0.08)  0.3651
H (-5.29, -5.35, 1.51)  0.3660
H (-4.66, -3.29, 2.73)  0.4086
H (-2.40, -2.36, 2.49)  0.1807

**E_HOMO**: -4.54 eV
**Total charge**: -1
**LUMO energy**: 2.15 eV
**Electronic energy**: -6664.2090 Ha


What is the electronic energy in the second record? -6664.2090 Ha


Which value of electronic energy does entry 2 give? -6664.2090 Ha


What is the formula in the first record? C73H173N11O18